No. 1
Below is an isolated molecule of C3H4ClFN2, with properties calculated with ωB97M-V/def2-TZVPD.

Geometry as XYZ:
```
11
Properties=species:S:1:pos:R:3:forces:R:3
C 0.311919 0.344536 -1.256198 -4.210 1.958 -1.455
H -2.849600 -0.391274 1.050185 2.396 0.478 0.816
H 1.598227 0.471943 0.405584 0.360 -0.668 -1.868
N -0.788295 0.453540 -0.577277 0.592 0.913 0.364
F 2.570403 0.173906 -1.469607 -0.442 -1.143 1.235
N -0.665103 0.335711 0.880369 -4.041 -1.935 -1.364
H 0.215190 0.781008 -2.391810 0.673 -1.671 2.860
C 1.505730 -0.106953 -0.596643 1.611 1.857 1.445
C -1.796241 -0.119583 1.488109 4.130 1.429 -1.819
Cl 1.213542 -1.740211 -0.014106 1.047 -0.871 -0.538
H -1.315772 -0.202623 2.481394 -2.117 -0.347 0.324
```
Forces are in eV/Å.

The calculation puts the calculated total energy at -786.1479 hartree. As for the LUMO energy: -0.14 eV. The value obtained for the frontier orbital gap is 9.421 eV. The spin multiplicity is 1. The SMILES is C=N/N=C\[C@H](F)Cl.


No. 2
Below is an isolated molecule of C3H4ClFO, with properties calculated with ωB97M-V/def2-TZVPD.

Geometry as XYZ:
```
10
Properties=species:S:1:pos:R:3:forces:R:3
O 1.195354 1.352576 -0.039862 -0.427 -1.505 -0.719
C -0.111074 -0.598677 -0.134518 -1.125 0.805 0.202
H 1.260356 2.414027 1.726729 0.209 0.303 -0.791
H 2.170908 3.133833 0.275994 -1.137 -0.675 0.422
Cl -1.615504 -1.452794 -0.170407 0.278 0.163 -0.003
C -0.035880 0.722652 -0.005748 1.019 0.391 0.252
H -0.895867 1.364677 0.162865 -0.044 -0.304 -0.184
H 0.341917 3.116806 0.379086 -0.154 0.695 -0.068
F 0.935518 -1.373298 -0.242705 0.713 -0.485 -0.160
C 1.247580 2.577229 0.616184 0.668 0.610 1.049
```
Forces are in eV/Å.

The calculation puts the calculated total energy at -751.9515 hartree. As for the LUMO energy: 0.87 eV. The value obtained for the frontier orbital gap is 9.754 eV. The spin multiplicity is 1. The SMILES is CO/C=C(\F)Cl.


No. 3
Below is a cluster of 2 separate species, C3H4ClFO in total, with properties calculated with ωB97M-V/def2-TZVPD.

Geometry as XYZ:
```
10
Properties=species:S:1:pos:R:3:forces:R:3
O -1.187742 1.029985 1.424710 0.350 0.100 -0.372
C -1.545279 -0.269682 -0.422410 0.204 0.318 -0.578
Cl 2.724005 0.910419 -1.731584 0.031 0.005 -0.055
H 0.849427 -0.919355 -0.238477 0.182 0.647 2.113
F -0.969475 -1.269116 -1.058493 -0.379 -1.044 -1.200
C 0.720581 -0.135003 0.602517 1.734 -2.730 -0.740
C -0.679095 0.288020 0.576080 -2.224 0.866 1.741
H 1.284770 0.629893 0.172680 0.910 2.007 -0.635
H -2.491807 0.053290 -0.901185 0.704 -0.025 0.960
H 1.294615 -0.318452 1.576163 -1.511 -0.144 -1.236
```
Forces are in eV/Å.

The calculation puts the calculated total energy at -751.8566 hartree. As for the LUMO energy (alpha / beta): -1.07 / -4.21 eV. The value obtained for the frontier orbital gap (alpha / beta) is 9.023 / 5.100 eV. The spin multiplicity is 1.


No. 4
Below is an isolated molecule of C3H4ClFO, with properties calculated with ωB97M-V/def2-TZVPD.

Geometry as XYZ:
```
10
Properties=species:S:1:pos:R:3:forces:R:3
C -0.528376 0.410339 -0.220419 -0.700 0.301 -0.110
C -1.844365 0.223849 -0.090247 1.002 -0.249 0.012
H 2.239232 -1.251634 -0.137680 -0.296 0.423 0.181
H 1.558568 -0.308601 1.251444 0.038 -0.113 -0.364
Cl -2.617338 -1.299905 -0.034985 0.002 0.093 -0.005
H 2.061954 0.547762 -0.249648 -0.291 -0.626 0.196
F -2.670411 1.258749 0.002186 -0.273 0.252 -0.011
H -0.137132 1.433103 -0.271678 -0.106 -0.334 0.089
C 1.611820 -0.393222 0.152054 0.582 0.303 0.010
O 0.326051 -0.620438 -0.401023 0.041 -0.050 0.002
```
Forces are in eV/Å.

The calculation puts the calculated total energy at -751.9560 hartree. As for the LUMO energy: 0.86 eV. The value obtained for the frontier orbital gap is 9.726 eV. The spin multiplicity is 1. The SMILES is CO/C=C(/F)Cl.


No. 5
Below is an isolated molecule of C3H4ClFS, with properties calculated with ωB97M-V/def2-TZVPD.

Geometry as XYZ:
```
10
Properties=species:S:1:pos:R:3:forces:R:3
C -0.686092 -0.936992 -0.683208 1.402 -0.562 -1.917
H -0.703934 -0.428937 1.313809 -0.029 0.124 0.432
S -0.425375 -2.506937 -0.421915 -0.566 0.240 0.036
H 0.857338 1.382890 1.206718 0.015 -0.531 -0.821
Cl 1.027760 1.746065 -1.114140 -0.030 -0.660 0.401
C -0.583063 0.105561 0.378800 -1.606 -2.529 -0.392
H -0.544755 -0.590197 -1.758776 -0.748 -0.170 1.358
F 1.663051 -0.259119 0.461364 1.390 -1.035 -0.262
C 0.737729 0.668758 0.346835 1.128 3.817 1.242
H -1.342659 0.818908 0.270514 -0.956 1.306 -0.076
```
Forces are in eV/Å.

The calculation puts the calculated total energy at -1074.9124 hartree. As for the LUMO energy: -0.49 eV. The value obtained for the frontier orbital gap is 8.461 eV. The spin multiplicity is 1. The SMILES is F[C@@H](Cl)CC=S.


No. 6
Below is a structure of composition C3H4ClIN2S, with properties calculated with ωB97M-V/def2-TZVPD.

Geometry as XYZ:
```
12
Properties=species:S:1:pos:R:3:forces:R:3
N 0.444760 -2.529051 -0.793708 -1.412 -0.461 0.336
N 0.330247 0.510962 -0.200093 -0.971 0.281 1.472
C 1.458753 -2.045674 -1.225251 0.766 2.853 1.387
H 0.183128 -3.514519 -0.666712 0.547 0.551 -0.427
H -1.549040 1.625131 2.046503 0.351 -0.969 0.967
C -1.538081 1.291070 1.022841 -1.278 -2.115 -0.196
H -1.894255 0.249417 0.705162 0.370 1.242 1.376
S 1.761432 0.195084 -0.780486 0.958 -2.534 -1.686
H -2.293699 1.953039 0.708840 -0.692 1.123 -1.425
Cl 2.965685 -2.683739 -1.684127 0.421 -0.203 -0.429
C -0.224446 1.441136 0.427975 0.388 0.333 -1.426
I 0.355515 3.507143 0.439057 0.553 -0.102 0.051
```
Forces are in eV/Å.

The calculation puts the calculated total energy at -1382.1958 hartree. As for the LUMO energy: -0.47 eV. The value obtained for the frontier orbital gap is 8.121 eV. The spin multiplicity is 1.


No. 7
Below is a cluster of 2 separate species, C3H4ClN in total, with properties calculated with ωB97M-V/def2-TZVPD.

Geometry as XYZ:
```
9
Properties=species:S:1:pos:R:3:forces:R:3
H 3.202286 -1.875546 -0.593377 -0.846 0.837 0.528
H -0.376534 1.038700 -1.269698 1.156 -1.182 -1.594
H -2.327541 1.561878 0.898229 0.867 -0.014 -1.824
N -1.745423 1.258909 0.073842 -1.097 0.168 1.531
Cl -2.011543 -0.713513 0.461486 -0.061 -0.284 0.157
C 2.369348 -1.348487 -0.107632 1.069 -0.759 -0.898
H 0.535792 -0.734454 0.960027 -1.013 0.599 0.430
C 1.386124 -0.872697 0.378881 0.899 -0.670 -0.077
C -1.032509 1.685208 -0.801761 -0.973 1.306 1.747
```
Forces are in eV/Å.

The calculation puts the calculated total energy at -631.4545 hartree. As for the LUMO energy: -0.54 eV. The value obtained for the frontier orbital gap is 8.926 eV. The spin multiplicity is 1.


No. 8
Below is an isolated molecule of C3H4ClN, with properties calculated with ωB97M-V/def2-TZVPD.

Geometry as XYZ:
```
9
Properties=species:S:1:pos:R:3:forces:R:3
H -1.462021 -0.625610 0.703293 -0.520 -0.265 -0.370
C 1.298343 -0.247421 0.498806 3.508 -0.294 2.677
Cl -0.697630 1.503959 1.102852 -0.669 1.068 0.664
N 2.198907 -0.225615 1.249576 -2.313 -0.179 -1.830
C 0.282132 -0.239465 -0.504658 1.013 -1.485 -2.470
H 0.365607 -1.214347 -1.069816 -0.689 0.463 0.933
H -1.638642 0.525924 -0.712071 -2.115 0.416 -1.758
H 0.731083 0.383962 -1.314623 -0.973 0.456 0.644
C -1.077779 0.138613 0.046640 2.758 -0.182 1.510
```
Forces are in eV/Å.

The calculation puts the calculated total energy at -631.6278 hartree. As for the LUMO energy: 0.63 eV. The value obtained for the frontier orbital gap is 11.667 eV. The spin multiplicity is 1. The SMILES is N#CCCCl.


No. 9
Below is a cluster of 2 separate species, C3H4ClN in total, with properties calculated with ωB97M-V/def2-TZVPD.

Geometry as XYZ:
```
9
Properties=species:S:1:pos:R:3:forces:R:3
C 0.961996 -0.033138 -0.075877 -0.010 -0.178 -0.252
H -0.449282 1.317204 -0.647515 -1.240 -0.159 -1.465
H -0.121384 1.537160 1.063908 -0.921 -3.101 -2.106
H -0.910818 -1.281881 -0.325456 -1.314 0.675 1.349
C 2.025044 -0.553384 -0.190346 -1.203 0.558 0.024
H 2.960713 -0.873080 0.000630 2.511 -1.041 0.094
N -1.272741 -0.537268 0.358103 0.567 -0.881 -2.041
C -0.348179 0.490523 0.011937 1.959 4.286 4.374
Cl -2.845347 -0.066134 -0.195388 -0.350 -0.158 0.024
```
Forces are in eV/Å.

The calculation puts the calculated total energy at -631.4718 hartree. As for the LUMO energy: 0.75 eV. The value obtained for the frontier orbital gap is 10.323 eV. The spin multiplicity is 1.


No. 10
Below is an isolated molecule of C3H4ClNO, with properties calculated with ωB97M-V/def2-TZVPD.

Geometry as XYZ:
```
10
Properties=species:S:1:pos:R:3:forces:R:3
N -1.559834 -0.705400 -0.381177 0.651 0.448 2.122
O -1.261356 -0.356985 1.937439 -0.003 0.095 -0.903
H -0.142253 -0.460585 -1.883379 0.138 0.618 -0.084
H 0.574377 0.077205 1.086577 0.394 0.548 -0.506
C -0.282221 -0.266810 -0.829163 -0.562 -1.107 0.678
H -3.038624 -0.880647 1.118459 1.109 0.033 -0.433
Cl 2.057884 0.874067 -0.770865 0.184 -0.151 0.477
C 0.670735 0.168228 0.003916 -0.497 -0.216 -0.890
H -2.125252 -1.349695 -0.902111 0.032 0.170 -0.496
C -1.928947 -0.643374 0.967562 -1.447 -0.438 0.035
```
Forces are in eV/Å.

The calculation puts the calculated total energy at -706.8767 hartree. As for the LUMO energy: 0.66 eV. The value obtained for the frontier orbital gap is 9.583 eV. The spin multiplicity is 1. The SMILES is O=CN/C=C/Cl.


Respective relative energy (zero: lowest compared OMol25 entry of this formula, charge and spin) values: 70.7; 24.8; 84.3; 22.0; 17.1; 28.5; 114.9; 6.2; 104.0; 15.7 kcal/mol.
Respective max |F| values: 4.9; 1.7; 3.3; 1.0; 4.2; 3.3; 2.4; 4.4; 6.4; 2.3 eV/A.